Version 1
The following is a quantum chemistry calculation of a single C15H23N3O4 molecule, from the Open Molecules 2025 dataset.

Positions of all 45 atoms, in Å:
C (5.42, 2.00, 0.08)
O (4.04, 2.08, 0.37)
C (3.24, 0.99, 0.33)
C (1.91, 1.27, 0.66)
C (0.94, 0.29, 0.69)
C (-0.52, 0.53, 0.99)
N (-1.28, -0.44, 0.24)
C (-1.42, -0.16, -1.17)
C (-2.61, 0.73, -1.53)
C (-3.96, 0.04, -1.27)
N (-4.51, 0.15, 0.06)
C (-5.31, 1.33, 0.27)
C (-3.58, -0.03, 1.17)
C (-2.44, -1.01, 0.90)
C (1.31, -1.01, 0.37)
N (0.34, -2.08, 0.42)
O (0.11, -2.68, -0.62)
O (-0.01, -2.45, 1.53)
C (2.61, -1.31, 0.01)
C (3.59, -0.33, -0.01)
O (4.89, -0.59, -0.35)
C (5.25, -1.91, -0.69)
H (5.79, 3.02, 0.21)
H (5.61, 1.67, -0.94)
H (5.94, 1.34, 0.78)
H (1.67, 2.29, 0.90)
H (-0.78, 1.57, 0.75)
H (-0.69, 0.37, 2.06)
H (-1.52, -1.13, -1.68)
H (-0.49, 0.30, -1.51)
H (-2.56, 1.66, -0.97)
H (-2.54, 0.97, -2.59)
H (-4.71, 0.44, -1.96)
H (-3.86, -1.03, -1.51)
H (-6.09, 1.38, -0.49)
H (-4.73, 2.27, 0.23)
H (-5.79, 1.27, 1.25)
H (-3.14, 0.94, 1.48)
H (-4.16, -0.39, 2.02)
H (-2.79, -1.84, 0.29)
H (-2.09, -1.43, 1.85)
H (2.84, -2.33, -0.25)
H (4.71, -2.26, -1.58)
H (5.09, -2.60, 0.14)
H (6.32, -1.87, -0.92)

Results
Structure (SMILES): COc1cc(CN2CCCN(C)CC2)c([N+](=O)[O-])cc1OC

Okay, here come the Mulliken numbers, in e, for every atom: -0.76 -0.47 0.32 -1.23 0.51 -0.86 0.59 -1.11 -0.54 -0.91 0.03 -1.08 -0.59 -1.27 -0.79 1.29 -0.67 -0.73 -0.25 1.36 -0.47 -0.94 0.29 0.26 0.27 0.47 0.32 0.43 0.37 0.52 0.26 0.40 0.43 0.33 0.37 0.35 0.33 0.41 0.37 0.36 0.58 0.50 0.34 0.35 0.25



Version 2
The following is a quantum chemistry calculation of a 2-piece molecular cluster, C15H23N3O4 overall, from the Open Molecules 2025 dataset.

Positions of all 45 atoms, in Å:
C (0.15, -1.68, 3.34)
C (-0.42, -2.24, 2.06)
C (-1.61, -1.75, 1.52)
C (-2.12, -2.28, 0.33)
C (-3.41, -1.71, -0.22)
C (-1.43, -3.31, -0.33)
N (-1.96, -3.79, -1.52)
C (-0.23, -3.84, 0.20)
C (0.52, -4.96, -0.42)
O (1.50, -5.40, 0.17)
O (0.12, -5.50, -1.60)
C (0.26, -3.28, 1.40)
H (0.30, -2.48, 4.06)
H (1.11, -1.19, 3.14)
H (-0.53, -0.94, 3.78)
H (-2.13, -0.95, 2.03)
H (-4.16, -2.50, -0.31)
H (-3.81, -0.93, 0.43)
H (-3.24, -1.27, -1.21)
H (-2.96, -3.69, -1.66)
H (-1.50, -4.62, -1.90)
H (0.77, -6.20, -1.77)
H (1.17, -3.65, 1.85)
C (3.91, 4.25, 0.05)
N (2.59, 3.69, -0.21)
C (1.96, 2.84, 0.61)
O (2.46, 2.48, 1.67)
C (0.56, 2.30, 0.21)
C (0.52, 0.77, 0.22)
N (0.06, 2.74, -1.10)
C (-0.32, 3.99, -1.39)
C (-0.91, 4.23, -2.76)
O (-0.20, 4.92, -0.60)
H (3.87, 4.89, 0.94)
H (4.25, 4.84, -0.80)
H (4.63, 3.45, 0.23)
H (2.08, 4.02, -1.01)
H (-0.13, 2.66, 0.97)
H (-0.49, 0.42, -0.03)
H (1.23, 0.36, -0.50)
H (0.77, 0.40, 1.22)
H (-0.06, 2.04, -1.81)
H (-1.75, 3.56, -2.91)
H (-1.25, 5.26, -2.82)
H (-0.15, 4.05, -3.51)

Results
Structure (SMILES): Cc1cc(C)c(N)c(C(=O)O)c1.CNC(=O)[C@H](C)NC(C)=O

Okay, here come the Mulliken numbers, in e, for every atom: -1.57 0.70 -0.56 0.78 -2.05 0.56 -0.44 -0.19 0.82 -0.61 -0.54 -0.81 0.45 0.33 0.34 0.25 0.51 0.35 0.38 0.16 0.28 0.39 0.51 -0.93 -0.10 0.24 -0.69 0.66 -1.50 -0.23 0.73 -1.27 -0.61 0.29 0.34 0.30 0.18 0.21 0.38 0.46 0.29 0.25 0.34 0.33 0.31



Computed relative energies in units of kcal/mol: version 1 151.7; version 2 0.0



Version 1
The following is a quantum chemistry calculation of a 2-piece molecular cluster, C2H9N2S2 overall, from the Open Molecules 2025 dataset.

Positions of all 15 atoms, in Å:
C (-1.34, 0.41, 1.56)
C (-2.25, 0.63, 0.54)
N (-3.39, -0.14, 0.33)
N (-0.02, 1.10, 1.57)
H (-1.46, -0.27, 2.39)
H (-2.06, 1.42, -0.18)
H (-3.73, 0.00, -0.63)
H (-3.37, -1.10, 0.64)
H (0.74, 0.50, 1.28)
H (0.21, 1.48, 2.48)
H (-0.04, 1.90, 0.95)
S (2.34, -0.03, -0.35)
S (0.86, -0.89, -1.58)
H (3.32, -0.25, -1.23)
H (0.58, -1.86, -0.71)

Results
Charge: +1

Okay, here come the Mulliken numbers, in e, for every atom: -0.33 -0.06 -0.49 -0.14 0.34 0.25 0.28 0.25 0.13 0.38 0.39 -0.26 -0.17 0.22 0.21



Version 2
The following is a quantum chemistry calculation of a 2-piece molecular cluster, C2H9N2S2 overall, from the Open Molecules 2025 dataset.

Positions of all 15 atoms, in Å:
C (1.16, -0.04, 2.03)
S (1.99, 0.24, 0.41)
S (1.05, 2.01, -0.25)
H (0.22, 0.49, 2.13)
H (0.97, -1.11, 2.09)
H (1.87, 0.25, 2.80)
H (2.17, 2.74, -0.17)
N (-1.80, 0.16, -0.42)
C (-1.55, -0.83, -1.25)
N (-0.35, -1.10, -1.69)
H (-1.01, 0.50, 0.12)
H (-2.70, 0.60, -0.47)
H (-2.35, -1.47, -1.60)
H (-0.08, -2.02, -2.01)
H (0.41, -0.43, -1.71)

Results
Charge: +1

Okay, here come the Mulliken numbers, in e, for every atom: -0.73 -0.09 -0.25 0.31 0.28 0.33 0.23 -0.20 0.27 -0.23 0.02 0.25 0.34 0.26 0.19



Computed relative energies in units of kcal/mol: version 1 22.1; version 2 0.0



Version 1
The following is a quantum chemistry calculation of C3H8NOPS2 as an isolated structure, from the Open Molecules 2025 dataset.

Positions of all 16 atoms, in Å:
C (-1.42, 1.01, -0.20)
C (-1.28, 2.31, 0.59)
C (1.80, -2.78, -0.66)
N (-0.09, 0.57, -0.49)
O (-0.05, 2.29, 1.26)
P (0.85, 1.03, 0.73)
S (0.65, -0.38, 2.27)
S (0.18, -2.27, -1.40)
H (-2.05, 0.38, 0.36)
H (-2.00, 0.97, -1.20)
H (-1.32, 3.27, 0.04)
H (-2.16, 2.39, 1.32)
H (1.82, -2.91, 0.44)
H (2.74, -2.09, -0.77)
H (2.18, -3.78, -1.07)
H (0.15, -0.02, -1.22)

Okay, here come the Mulliken numbers, in e, for every atom: -0.55 -0.23 -0.74 -0.06 -0.30 0.09 -0.29 -0.12 0.25 0.34 0.25 0.23 0.28 0.27 0.31 0.27



Version 2
The following is a quantum chemistry calculation of a 2-piece molecular cluster, C3H8NOPS2 overall, from the Open Molecules 2025 dataset.

Positions of all 16 atoms, in Å:
C (-1.35, 1.90, -0.24)
C (0.21, 2.19, -0.22)
C (1.63, -2.82, 0.05)
N (-1.27, 0.44, -0.62)
O (0.90, 0.99, 0.07)
P (-0.06, -0.28, 0.22)
S (-1.31, -1.63, 2.59)
S (0.86, -1.63, -1.10)
H (-2.06, 1.87, 0.58)
H (-1.64, 2.54, -1.09)
H (0.52, 2.61, -1.15)
H (0.46, 2.95, 0.62)
H (2.52, -2.57, 0.45)
H (1.81, -3.77, -0.45)
H (0.96, -2.91, 0.90)
H (-2.17, 0.12, -0.62)

Okay, here come the Mulliken numbers, in e, for every atom: -0.49 -0.36 -0.70 -0.34 -0.37 0.39 -0.28 -0.13 0.37 0.26 0.30 0.25 0.34 0.30 0.18 0.28



Computed relative energies in units of kcal/mol: version 1 0.0; version 2 6.1



Version 1
The following is a quantum chemistry calculation of a 2-piece molecular cluster, C3H13N3O overall, from the Open Molecules 2025 dataset.

Positions of all 20 atoms, in Å:
N (1.44, -2.16, -1.20)
C (0.57, -2.08, -0.03)
C (0.08, -0.66, 0.24)
N (-0.24, 0.01, -1.02)
C (-0.46, 1.44, -1.01)
N (-1.64, 1.89, -1.74)
H (1.45, -3.04, -1.70)
H (2.38, -1.82, -1.12)
H (-0.33, -2.64, -0.31)
H (1.02, -2.55, 0.84)
H (0.78, -0.04, 0.84)
H (-0.87, -0.74, 0.77)
H (0.28, -0.36, -1.80)
H (-0.60, 1.80, 0.01)
H (0.41, 1.97, -1.39)
H (-1.58, 1.60, -2.71)
H (-2.43, 1.40, -1.34)
O (0.19, 1.49, 3.93)
H (-0.09, 1.08, 4.76)
H (-0.04, 0.87, 3.24)

Results
Structure (SMILES): NCCNCN.O

Okay, here come the Mulliken numbers, in e, for every atom: -0.51 -0.44 -0.49 -0.35 -0.60 -0.65 0.17 0.16 0.31 0.30 0.26 0.22 0.38 0.39 0.36 0.24 0.26 -0.63 0.32 0.32



Version 2
The following is a quantum chemistry calculation of C3H13N3O as an isolated structure, from the Open Molecules 2025 dataset.

Positions of all 20 atoms, in Å:
C (-0.89, 1.26, 0.48)
C (-1.38, 0.60, -0.80)
N (-1.89, 2.17, 1.00)
O (-0.60, 0.31, 1.50)
H (-1.46, 0.00, 1.83)
H (0.08, 1.74, 0.30)
H (-2.30, 2.74, 0.27)
H (-1.51, 2.78, 1.72)
H (-0.67, -0.15, -1.14)
H (-2.35, 0.12, -0.61)
H (-1.51, 1.34, -1.58)
C (2.01, -1.07, -0.58)
N (1.40, -1.71, 0.65)
N (1.05, -1.59, -1.52)
H (0.65, -2.21, -0.42)
H (0.74, -1.06, 1.11)
H (2.09, -1.99, 1.34)
H (1.50, -1.88, -2.38)
H (3.04, -1.44, -0.68)
H (1.99, 0.03, -0.48)

Okay, here come the Mulliken numbers, in e, for every atom: 0.29 -1.14 -0.63 -0.63 0.34 0.26 0.22 0.23 0.29 0.34 0.34 -0.31 -0.50 -0.66 0.42 0.29 0.25 0.14 0.38 0.09



Computed relative energies in units of kcal/mol: version 1 0.0; version 2 34.7



Version 1
The following is a quantum chemistry calculation of a 3-piece molecular cluster, C4H15NO2S overall, from the Open Molecules 2025 dataset.

Positions of all 23 atoms, in Å:
C (-0.04, -0.91, 2.49)
S (0.68, -1.71, 0.99)
C (-0.80, -1.55, -0.14)
C (-0.28, -1.20, -1.58)
C (-0.04, 0.31, -1.75)
N (-1.30, 1.11, -1.58)
H (-0.96, -1.46, 2.65)
H (-0.26, 0.13, 2.20)
H (0.65, -0.77, 3.25)
H (-1.37, -0.68, 0.36)
H (-1.34, -2.44, -0.17)
H (-1.09, -1.58, -2.33)
H (0.57, -1.78, -1.79)
H (0.84, 0.60, -1.11)
H (0.47, 0.42, -2.81)
H (-2.08, 0.57, -1.83)
H (-1.37, 1.64, -0.75)
O (2.65, 0.90, -0.15)
H (2.61, -0.11, 0.08)
H (1.90, 1.26, -0.65)
O (0.09, 2.08, 1.73)
H (0.80, 2.62, 1.95)
H (-0.34, 2.56, 0.96)

Results
Structure (SMILES): CSCCCN.O.O

Okay, here come the Mulliken numbers, in e, for every atom: -0.70 -0.16 -0.51 -0.96 0.94 -0.46 0.33 0.10 0.41 0.24 0.44 0.29 0.45 -0.94 0.21 0.26 0.20 -0.63 0.29 0.24 -0.61 0.28 0.28



Version 2
The following is a quantum chemistry calculation of a 3-piece molecular cluster, C4H15NO2S overall, from the Open Molecules 2025 dataset.

Positions of all 23 atoms, in Å:
C (-1.88, -0.70, -1.46)
N (-0.48, -0.42, -1.30)
C (-0.13, 0.23, -0.03)
C (1.50, 0.41, -0.10)
C (2.11, -0.52, 0.91)
S (1.58, -2.29, 0.69)
H (-2.11, -1.56, -0.82)
H (-2.14, -0.76, -2.56)
H (-2.57, 0.11, -1.10)
H (0.21, -1.03, -1.72)
H (-0.44, -0.51, 0.76)
H (-0.66, 1.13, 0.21)
H (1.67, 1.41, 0.22)
H (1.73, 0.08, -1.10)
H (1.93, -0.19, 1.94)
H (3.22, -0.61, 0.60)
H (1.30, -2.80, 1.84)
O (-2.40, -0.18, 2.19)
H (-2.57, -1.12, 2.35)
H (-1.45, -0.27, 1.88)
O (0.41, 3.63, -1.19)
H (1.22, 3.13, -1.37)
H (-0.04, 2.85, -0.84)

Results
Structure (SMILES): CNCCCS.O.O

Okay, here come the Mulliken numbers, in e, for every atom: -0.86 -0.25 -0.43 -0.88 -0.70 -0.28 0.26 0.32 0.27 0.22 -0.17 0.75 0.40 0.35 0.41 0.36 0.12 -0.64 0.33 0.39 -0.65 0.32 0.37



Computed relative energies in units of kcal/mol: version 1 0.0; version 2 5.5



Version 1
The following is a quantum chemistry calculation of a 3-piece molecular cluster, C4H15NO2S overall, from the Open Molecules 2025 dataset.

Positions of all 23 atoms, in Å:
C (-0.31, 0.82, -2.78)
N (-0.74, 1.16, -1.43)
C (-0.53, 0.12, -0.41)
C (-0.83, -1.31, -0.79)
C (-1.23, 0.59, 0.85)
S (-0.89, -0.24, 2.39)
H (-0.87, 0.01, -3.26)
H (-0.39, 1.72, -3.39)
H (0.75, 0.58, -2.77)
H (-1.70, 1.46, -1.43)
H (0.52, 0.23, -0.12)
H (-0.31, -2.03, -0.16)
H (-1.90, -1.40, -0.89)
H (-0.45, -1.54, -1.80)
H (-1.03, 1.66, 0.99)
H (-2.31, 0.61, 0.66)
H (-1.29, -1.45, 2.01)
O (2.38, -2.93, -0.34)
H (1.73, -3.63, -0.48)
H (2.16, -2.22, -0.95)
O (2.38, 2.27, 0.34)
H (1.58, 2.06, -0.16)
H (3.06, 2.07, -0.31)

Results
Structure (SMILES): CN[C@H](C)CS.O.O

Okay, here come the Mulliken numbers, in e, for every atom: -1.01 -0.28 0.76 -1.67 -0.99 -0.18 0.34 0.36 0.31 0.28 0.02 0.46 0.28 0.45 0.41 0.39 0.09 -0.64 0.32 0.31 -0.66 0.33 0.31



Version 2
The following is a quantum chemistry calculation of a 3-piece molecular cluster, C4H15NO2S overall, from the Open Molecules 2025 dataset.

Positions of all 23 atoms, in Å:
C (-1.37, 0.33, -0.91)
C (-0.28, -0.34, -0.09)
N (-0.53, -1.81, 0.03)
C (1.12, 0.03, -0.59)
C (2.16, -0.24, 0.54)
S (2.28, 0.94, 1.86)
H (-1.40, 1.40, -0.71)
H (-2.31, -0.20, -0.63)
H (-1.16, 0.42, -2.00)
H (-0.44, 0.08, 0.94)
H (-1.31, -1.91, -0.62)
H (0.29, -2.36, -0.15)
H (1.50, -0.57, -1.45)
H (1.11, 1.06, -0.91)
H (1.91, -1.21, 0.93)
H (3.06, -0.42, -0.05)
H (3.39, 0.39, 2.34)
O (0.80, 3.36, -0.55)
H (0.27, 3.36, 0.26)
H (0.27, 3.32, -1.35)
O (-3.26, -1.87, 0.71)
H (-2.80, -2.63, 1.08)
H (-3.32, -1.13, 1.31)

Results
Structure (SMILES): C[C@@H](N)CCS.O.O

Okay, here come the Mulliken numbers, in e, for every atom: -1.51 0.62 -0.48 -0.94 -0.56 -0.23 0.32 0.44 0.30 0.07 0.27 0.21 0.33 0.31 0.33 0.41 0.11 -0.62 0.31 0.31 -0.66 0.33 0.32



Computed relative energies in units of kcal/mol: version 1 0.0; version 2 9.3



Version 1
The following is a quantum chemistry calculation of C8H16Cl8 as an isolated structure, from the Open Molecules 2025 dataset.

Positions of all 32 atoms, in Å:
Cl (0.47, 0.22, -1.40)
C (0.45, -1.49, -0.82)
C (-0.80, -1.66, 0.01)
Cl (-2.34, -1.18, -0.84)
H (1.39, -1.61, -0.29)
H (0.55, -2.14, -1.69)
H (-0.83, -1.01, 0.88)
H (-0.90, -2.72, 0.24)
Cl (4.18, -0.38, -1.76)
C (2.71, 0.72, -1.74)
C (3.22, 2.10, -1.58)
Cl (1.92, 3.32, -1.70)
H (2.08, 0.46, -0.89)
H (2.18, 0.57, -2.68)
H (3.97, 2.37, -2.32)
H (3.90, 2.25, -0.74)
Cl (1.09, 0.90, 0.84)
C (1.36, -0.46, 1.96)
C (2.42, -0.15, 2.99)
Cl (2.41, -1.56, 4.10)
H (1.53, -1.30, 1.28)
H (0.42, -0.62, 2.50)
H (2.21, 0.73, 3.59)
H (3.46, -0.08, 2.65)
Cl (-3.68, 0.86, 1.47)
C (-4.01, 0.78, -0.29)
C (-5.33, 0.05, -0.60)
Cl (-5.30, -1.47, 0.33)
H (-3.13, 0.33, -0.74)
H (-4.03, 1.78, -0.71)
H (-5.33, -0.16, -1.67)
H (-6.26, 0.56, -0.37)

Okay, here come the Mulliken numbers, in e, for every atom: -0.20 -0.50 -0.06 -0.23 0.18 0.49 -0.17 0.47 -0.26 0.50 -0.72 -0.19 -0.65 0.36 0.44 0.34 -0.06 -0.37 -0.50 -0.22 0.24 0.41 0.33 0.32 -0.18 -0.38 -0.44 -0.16 0.16 0.38 0.28 0.35



Version 2
The following is a quantum chemistry calculation of a 4-piece molecular cluster, C8H16Cl8 overall, from the Open Molecules 2025 dataset.

Positions of all 32 atoms, in Å:
Cl (-0.72, -3.31, -2.19)
C (-1.35, -1.87, -1.34)
C (-0.32, -0.77, -1.17)
Cl (0.23, -0.13, -2.74)
H (-1.68, -2.23, -0.37)
H (-2.20, -1.54, -1.93)
H (0.51, -1.19, -0.62)
H (-0.72, 0.06, -0.60)
Cl (-1.88, 1.19, 4.88)
C (-2.75, 1.23, 3.34)
C (-3.27, -0.13, 2.94)
Cl (-1.96, -1.21, 2.41)
H (-2.17, 1.73, 2.57)
H (-3.60, 1.89, 3.54)
H (-3.93, -0.03, 2.07)
H (-3.87, -0.55, 3.75)
Cl (2.96, 1.29, 3.94)
C (1.49, 0.30, 3.79)
C (1.68, -1.11, 3.27)
Cl (2.14, -1.10, 1.56)
H (0.79, 0.83, 3.16)
H (1.06, 0.22, 4.79)
H (0.76, -1.67, 3.42)
H (2.50, -1.64, 3.75)
Cl (1.27, 1.74, -7.13)
C (1.28, 1.35, -5.39)
C (2.72, 1.21, -4.91)
Cl (3.51, -0.19, -5.71)
H (0.74, 0.42, -5.25)
H (0.73, 2.07, -4.78)
H (2.80, 1.04, -3.84)
H (3.28, 2.08, -5.23)

Results
Structure (SMILES): ClCCCl.ClCCCl.ClCCCl.ClCCCl

Okay, here come the Mulliken numbers, in e, for every atom: -0.19 -0.32 -0.19 -0.16 0.13 0.36 0.06 0.26 -0.17 -0.52 -0.46 -0.14 0.32 0.34 0.28 0.36 -0.19 -0.23 -0.37 -0.18 0.17 0.24 0.19 0.39 -0.19 -0.46 -0.38 -0.19 0.25 0.36 0.29 0.34



Computed relative energies in units of kcal/mol: version 1 133.3; version 2 0.0



Version 1
The following is a quantum chemistry calculation of an isolated ion of composition C3H7N3 and charge +2, from the Open Molecules 2025 dataset.

Positions of all 13 atoms, in Å:
C (-0.63, 0.39, 0.71)
C (0.46, -1.89, 0.90)
C (-0.54, 1.20, -0.97)
N (-0.21, -0.74, 0.83)
N (-1.31, 1.99, -1.55)
N (1.74, -1.87, 1.10)
H (-1.20, 0.96, 1.43)
H (-0.17, -2.79, 0.70)
H (0.30, 0.68, -1.44)
H (-1.83, 2.56, -0.86)
H (-1.23, 2.43, -2.51)
H (2.16, -2.72, 1.34)
H (2.46, -1.10, 1.30)

Results
Charge: +2

Okay, here come the Mulliken numbers, in e, for every atom: -0.06 0.19 -0.01 -0.07 -0.17 -0.29 0.41 0.37 0.36 0.33 0.35 0.28 0.31



Version 2
The following is a quantum chemistry calculation of an isolated ion of composition C3H7N3 and charge +2, from the Open Molecules 2025 dataset.

Positions of all 13 atoms, in Å:
C (-0.09, -0.07, 1.75)
C (0.14, 0.36, -0.79)
C (-0.38, -0.87, -0.43)
N (-0.57, -1.05, 1.03)
N (0.42, 0.96, 1.24)
N (0.64, 1.14, -1.70)
H (-0.23, -0.32, 2.88)
H (-1.26, -0.82, -1.10)
H (0.21, -1.71, -0.97)
H (-0.88, -1.94, 1.38)
H (1.10, 1.71, 1.50)
H (0.79, 0.62, -2.62)
H (0.56, 2.13, -1.54)

Results
Charge: +2

Okay, here come the Mulliken numbers, in e, for every atom: 0.07 0.31 -0.19 -0.08 -0.32 -0.23 0.39 0.34 0.40 0.28 0.33 0.37 0.32



Computed relative energies in units of kcal/mol: version 1 0.0; version 2 33.2